ORCA calculation (ωB97M-V with the def2-TZVPD basis set) on C16H16F5FeNO3SSe3 as an isolated structure in a non-equilibrium geometry.

The geometry in ORCA input format:
```
! wB97M-V def2-TZVPD RIJCOSX def2/J DEFGRID3
* xyz 0 5
Fe -0.2051 -0.1149 1.3126
C -1.7715 -0.8119 5.0528
Se -0.3441 -0.7320 3.7313
C -0.3740 -2.6280 3.2353
C -1.5310 -3.0265 2.3287
Se -1.6128 -2.0441 0.6199
C -3.3239 -1.1531 0.8810
H -1.3829 -1.3843 5.8885
H -2.6620 -1.2798 4.6431
H -1.9947 0.2021 5.3707
H -0.4044 -3.1967 4.1640
H 0.5872 -2.7978 2.7526
H -2.4978 -2.8657 2.8023
H -1.4417 -4.0797 2.0705
H -4.1064 -1.8984 0.9837
H -3.4954 -0.5598 -0.0160
H -3.2802 -0.5069 1.7543
N -1.2556 1.7240 0.7691
C -1.4163 1.7352 -0.6830
C -2.4959 2.3801 -1.2618
C -2.6118 2.4054 -2.6431
C -1.6502 1.7846 -3.4322
C -0.5847 1.1136 -2.8497
C -0.4715 1.0900 -1.4655
S -1.7897 1.9073 -5.2312
O -0.4978 1.4482 -5.7081
O -2.0612 3.3190 -5.4328
O -2.9053 1.0259 -5.5293
H -2.0824 2.1002 1.2181
H -0.4808 2.3307 1.0361
H -3.2438 2.8649 -0.6399
H -3.4290 2.9213 -3.1311
H 0.1408 0.6343 -3.4951
H 0.3656 0.5812 -0.9879
F 6.9766 -0.1030 -2.2094
C 5.8683 -0.1509 -1.4814
C 5.2218 -1.3582 -1.2872
F 5.7066 -2.4652 -1.8441
C 4.0818 -1.4036 -0.5094
F 3.4819 -2.5807 -0.3273
C 3.5636 -0.2585 0.0751
Se 2.0742 -0.3469 1.2300
C 4.2223 0.9425 -0.1396
F 3.7562 2.0680 0.4004
C 5.3661 1.0048 -0.9111
F 5.9907 2.1632 -1.1039
*
```

Calculated values
HOMO energy (spin up / spin down) = -7.544 / -7.543 eV
orbital gap (spin up / spin down) = 6.4443 / 5.6195 eV

Table of Löwdin atomic charges, one value per atom, all in e: 0.0331 -0.3382 0.9380 -0.5036 -0.4886 0.9973 -0.3453 0.0344 0.0269 0.0312 0.0804 0.0530 0.0612 0.0723 0.0375 0.0333 0.0219 0.0222 -0.3285 -0.0391 -0.0362 -0.2352 -0.0266 -0.0609 0.3972 -0.3591 -0.3505 -0.3524 0.1017 0.1090 0.1105 0.1238 0.1168 0.0552 0.1458 -0.1305 -0.1397 0.1357 -0.2532 0.0869 -0.4615 0.7905 -0.2537 0.0883 -0.1388 0.1377